No. 1
The following is a DFT calculation (the ωB97M-V functional and the def2-TZVPD basis) of a cluster of 2 separate species, C3H4O2 in total.

```
! wB97M-V def2-TZVPD RIJCOSX def2/J DEFGRID3
* xyz 0 1
O -1.29 -0.34 2.10
C -0.21 0.20 2.12
O 0.31 1.05 1.31
H 0.45 0.17 3.08
H -0.31 1.24 0.67
C -0.25 -1.30 -1.93
C 0.51 -0.34 -1.86
H -0.90 -2.08 -2.36
H 1.06 0.47 -1.47
*
```

## Properties
molecular weight	72.1	g mol⁻¹
HOMO-LUMO gap	11.58	eV
ΔE to the lowest compared entry with this formula, charge and spin	61.2	kcal/mol
LUMO energy	0.8	eV
SMILES	O=CO.C#C
calculated total energy	-7268.0329	eV

Results of the natural (NBO) charge analysis, in e, for atoms 1 through 4: -0.581, 0.653, -0.652, 0.094

No. 2
The following is a DFT calculation (the ωB97M-V functional and the def2-TZVPD basis) of the molecule C3H5NO.

```
! wB97M-V def2-TZVPD RIJCOSX def2/J DEFGRID3
* xyz 0 1
C -0.70 -0.91 -0.23
C 0.01 0.30 0.36
O -0.52 1.43 -0.31
C 1.44 0.20 0.05
N 2.57 0.09 -0.23
H -0.51 -0.88 -1.32
H -0.31 -1.88 0.20
H -1.75 -0.85 0.01
H -0.13 0.28 1.47
H -0.10 2.22 0.01
*
```

## Properties
molecular weight	71.1	g mol⁻¹
HOMO-LUMO gap	12.14	eV
ΔE to the lowest compared entry with this formula, charge and spin	15.4	kcal/mol
LUMO energy	0.6	eV
SMILES	C[C@H](O)C#N
calculated total energy	-6728.9046	eV

Results of the natural (NBO) charge analysis, in e, for atoms 1 through 4: -0.606, -0.006, -0.688, 0.243

No. 3
The following is a DFT calculation (the ωB97M-V functional and the def2-TZVPD basis) of a cluster of 3 separate species, C20H31B2ClF4N4O13P in total.

```
! wB97M-V def2-TZVPD RIJCOSX def2/J DEFGRID3
* xyz 1 1
C 1.63 1.08 3.64
C 2.52 0.40 2.49
C 1.79 0.40 1.02
Cl 2.99 0.41 -0.39
C 0.62 1.50 0.89
C -0.86 0.97 0.68
C -1.19 -0.60 0.53
F -2.51 -0.91 0.14
F -0.39 -1.15 -0.55
C -0.97 -1.43 1.93
F -1.93 -2.51 1.90
F -1.33 -0.63 3.05
C -1.97 2.08 0.61
C -3.54 1.74 0.46
O -4.02 1.80 -0.70
O -4.39 1.33 1.52
B -4.18 2.09 2.74
N -4.77 3.46 2.85
O -3.43 1.42 3.79
C -1.64 3.63 0.70
P -2.93 5.01 0.55
O -4.29 4.64 0.00
O -2.27 6.14 -0.59
O -3.18 5.84 2.04
C -0.11 3.97 0.91
C 0.31 5.53 1.07
N 0.87 6.11 -0.20
N 0.92 2.93 0.97
B 2.35 3.47 1.11
N 3.22 3.58 -0.11
O 2.91 3.93 2.35
H 0.51 0.92 3.55
H 1.83 2.19 3.80
H 1.94 0.56 4.63
H 3.47 1.03 2.34
H 2.85 -0.67 2.78
H 1.39 -0.69 0.98
H 0.05 -1.93 2.00
H -5.77 3.30 3.14
H -4.25 3.94 3.59
H -3.22 2.10 4.46
H -2.25 6.98 -0.06
H -2.33 5.93 2.53
H -0.60 6.21 1.31
H 0.98 5.72 2.00
H 1.90 6.23 -0.11
H 0.41 7.00 -0.44
H 4.03 2.95 -0.05
H 2.61 3.35 -0.90
H 3.63 4.58 2.15
C 2.60 -3.87 -1.57
C 2.65 -4.95 -0.52
C 1.30 -5.52 -0.17
O 1.49 -5.95 1.17
C 2.45 -5.14 1.70
O 2.69 -5.06 2.87
O 3.08 -4.42 0.73
H 3.60 -3.48 -1.77
H 2.18 -4.24 -2.51
H 2.00 -3.02 -1.23
H 3.35 -5.74 -0.82
H 1.02 -6.35 -0.82
H 0.50 -4.77 -0.18
C -0.13 -3.94 -6.72
C -0.06 -5.02 -5.67
C -1.41 -5.59 -5.31
O -1.21 -6.01 -3.97
C -0.25 -5.20 -3.44
O 0.00 -5.12 -2.27
O 0.38 -4.49 -4.42
H 0.87 -3.55 -6.93
H -0.55 -4.33 -7.65
H -0.73 -3.10 -6.38
H 0.64 -5.81 -5.96
H -1.69 -6.42 -5.95
H -2.21 -4.84 -5.32
*
```

## Properties
molecular weight	699.5	g mol⁻¹
HOMO-LUMO gap	6.90	eV
LUMO energy	-5.4	eV
calculated total energy	-87849.3501	eV

Results of the Löwdin charge analysis, in e, for atoms 1 through 4: -0.099, -0.201, -0.556, 0.650